(1)
Formula: C36H39N3O24
Source: the Open Molecules 2025 dataset
Level of theory: ωB97M-V with the def2-TZVPD basis set

```
! wB97M-V def2-TZVPD RIJCOSX def2/J DEFGRID3
* xyz 0 1
O -7.550 -3.605 -21.606
N -7.245 -4.165 -20.524
O -8.088 -4.667 -19.797
C -5.883 -4.209 -20.139
C -5.569 -5.215 -19.174
C -4.322 -5.235 -18.561
C -3.328 -4.308 -18.944
C -3.634 -3.342 -19.914
C -4.965 -3.257 -20.479
H -6.369 -5.851 -18.823
H -4.164 -5.920 -17.742
H -2.391 -4.177 -18.424
H -2.917 -2.595 -20.219
H -5.225 -2.395 -21.076
O -19.291 -5.136 -17.243
N -19.092 -4.096 -17.890
O -19.959 -3.335 -18.296
C -17.669 -3.639 -18.001
C -17.414 -2.316 -18.227
C -16.110 -1.852 -18.181
C -15.025 -2.707 -17.957
C -15.300 -4.099 -17.852
C -16.623 -4.564 -17.783
H -18.192 -1.571 -18.146
H -16.013 -0.787 -18.334
H -13.997 -2.381 -18.013
H -14.496 -4.816 -17.784
H -16.768 -5.604 -17.530
O -12.557 -4.303 -27.408
N -12.882 -5.245 -26.690
O -13.787 -6.018 -26.993
C -12.185 -5.582 -25.452
C -11.163 -4.817 -24.854
C -10.678 -5.090 -23.563
C -11.120 -6.209 -22.909
C -12.080 -6.995 -23.476
C -12.662 -6.660 -24.685
H -10.839 -3.923 -25.365
H -9.896 -4.504 -23.103
H -10.706 -6.534 -21.967
H -12.405 -7.847 -22.897
H -13.292 -7.307 -25.277
O -10.662 -10.578 -18.781
C -11.847 -10.672 -18.915
O -12.751 -10.313 -17.979
C -14.078 -10.269 -18.576
C -13.962 -11.108 -19.872
O -12.486 -11.146 -20.000
H -14.728 -10.827 -17.902
H -14.563 -9.314 -18.779
H -14.401 -10.477 -20.646
H -14.400 -12.102 -19.784
O -10.344 -5.051 -14.137
C -9.633 -6.043 -13.893
O -8.482 -6.015 -13.246
C -8.005 -7.299 -13.004
C -8.770 -8.089 -13.964
O -9.955 -7.348 -14.059
H -6.931 -7.443 -12.892
H -8.330 -7.512 -11.985
H -8.953 -9.119 -13.658
H -8.188 -8.085 -14.886
O -15.955 -9.177 -22.232
C -15.859 -8.041 -21.855
O -16.851 -7.149 -21.665
C -16.353 -5.944 -21.264
C -14.887 -6.238 -20.923
O -14.637 -7.543 -21.398
H -16.418 -5.353 -22.178
H -16.907 -5.507 -20.433
H -14.828 -6.089 -19.845
H -14.129 -5.614 -21.395
O -5.604 -7.830 -15.784
C -5.940 -8.543 -16.678
O -7.124 -8.345 -17.342
C -7.261 -9.210 -18.446
C -5.782 -9.764 -18.626
O -5.158 -9.337 -17.446
H -7.919 -10.023 -18.137
H -7.570 -8.676 -19.344
H -5.262 -9.312 -19.471
H -5.885 -10.837 -18.789
O -7.206 -10.320 -21.294
C -8.405 -10.453 -21.640
O -8.968 -11.609 -21.827
C -10.241 -11.484 -22.340
C -10.425 -9.967 -22.446
O -9.264 -9.496 -21.752
H -10.290 -11.890 -23.350
H -11.073 -11.956 -21.817
H -11.266 -9.671 -21.819
H -10.405 -9.612 -23.476
O -13.740 -7.023 -17.559
C -12.515 -7.007 -17.781
O -12.019 -7.042 -19.005
C -10.617 -7.121 -18.977
C -10.263 -7.149 -17.533
O -11.513 -6.965 -16.917
H -10.280 -8.030 -19.477
H -10.111 -6.224 -19.335
H -9.585 -6.315 -17.355
H -9.805 -8.107 -17.287
*
```

For the orbital gap, the calculation gives 8.943 eV. The LUMO energy is -1.147 eV. As for the SMILES: O=[N+]([O-])c1ccccc1.O=[N+]([O-])c1ccccc1.O=[N+]([O-])c1ccccc1.O=C1OCCO1.O=C1OCCO1.O=C1OCCO1.O=C1OCCO1.O=C1OCCO1.O=C1OCCO1. The calculation puts the energy at -3364.93392 hartree. The max |F| is 5.6 eV/Å.

Results of the Mulliken charge analysis, in e, for atoms 1 through 4:
1. O -0.576
2. N 0.950
3. O -0.551
4. C -0.032

=====

(2)
Formula: C36H40AsN5O3ReS4Te
Source: the Open Molecules 2025 dataset
Level of theory: ωB97M-V with the def2-TZVPD basis set

```
! wB97M-V def2-TZVPD RIJCOSX def2/J DEFGRID3
* xyz 2 2
Re 0.873 -0.331 -0.115
S 4.549 -2.449 0.526
As 2.750 -2.991 1.289
S 1.012 -2.662 -0.047
S 2.226 -0.019 1.710
S 2.261 -4.049 2.928
C -7.296 -0.680 -1.432
O -6.292 0.309 -1.219
C -5.606 0.754 -2.293
C -4.754 1.838 -2.060
C -3.970 2.344 -3.076
C -4.041 1.780 -4.351
C -4.949 0.764 -4.601
C -5.711 0.222 -3.575
N -3.294 2.240 -5.490
N -2.078 2.460 -5.433
C -1.319 2.198 -4.247
C -0.630 3.223 -3.652
C 0.158 3.010 -2.504
C 0.245 1.754 -1.972
O 0.965 1.449 -0.855
C -0.399 0.678 -2.609
N -0.214 -0.549 -2.033
C -0.704 -1.608 -2.648
C -1.434 -1.518 -3.842
C -1.676 -0.290 -4.396
C -1.157 0.867 -3.775
H -7.759 -0.848 -0.465
H -6.859 -1.614 -1.793
H -8.047 -0.326 -2.139
H -4.755 2.286 -1.075
H -3.340 3.202 -2.890
H -5.051 0.391 -5.613
H -6.398 -0.582 -3.793
H -0.714 4.218 -4.069
H 0.686 3.833 -2.039
H -0.530 -2.573 -2.186
H -1.798 -2.426 -4.302
H -2.240 -0.202 -5.316
C -2.768 -0.723 -0.289
C -2.104 -0.072 0.872
O -2.783 0.398 1.812
N -0.756 0.044 1.021
Te -0.840 0.743 2.973
C -1.303 2.787 3.082
C -1.168 3.295 4.381
C -0.709 2.464 5.552
C -1.460 4.638 4.588
C -1.886 5.463 3.556
C -2.219 6.906 3.798
C -2.009 4.915 2.283
C -1.726 3.585 2.010
C -1.876 3.094 0.598
C 1.365 0.931 3.138
C 1.923 2.290 3.034
C 1.581 3.172 1.883
C 2.822 2.733 3.968
C 3.220 1.941 5.048
C 4.237 2.427 6.015
C 2.653 0.665 5.225
C 1.738 0.164 4.350
C 1.125 -1.175 4.596
H -3.820 -0.860 -0.053
H -2.298 -1.678 -0.513
H -2.694 -0.072 -1.164
H -1.293 1.547 5.674
H -0.821 3.024 6.478
H 0.348 2.194 5.470
H -1.364 5.043 5.589
H -2.005 7.200 4.823
H -3.277 7.087 3.605
H -1.651 7.552 3.128
H -2.339 5.549 1.467
H -1.893 3.939 -0.089
H -2.810 2.545 0.475
H -1.052 2.446 0.302
H 1.091 2.634 1.075
H 2.481 3.650 1.497
H 0.911 3.964 2.230
H 3.266 3.714 3.847
H 4.578 3.434 5.791
H 5.094 1.749 6.013
H 3.829 2.400 7.029
H 2.959 0.069 6.076
H 1.803 -1.815 5.156
H 0.864 -1.685 3.667
H 0.212 -1.067 5.190
N 2.645 -0.507 -1.447
H 2.407 -0.925 -2.344
H 3.389 -1.082 -1.038
H 3.041 0.411 -1.636
*
```

As for the energy relative to the best compared isomer or geometry (same formula, charge and spin): 0.0 kcal/mol. For the orbital gap (alpha / beta), the calculation gives 5.462 / 5.471 eV. The LUMO energy (alpha / beta) is -7.031 / -7.027 eV. As for the expectation value of S²: 0.76. The calculation puts the energy at -6069.66685 hartree. The max |F| is 0.4 eV/Å.

Results of the Mulliken charge analysis, in e, for atoms 1 through 4:
1. Re 1.055
2. S -0.277
3. As 0.571
4. S -0.412

=====

(3)
Formula: C36H40BMnNP2
Source: the Open Molecules 2025 dataset
Level of theory: ωB97M-V with the def2-TZVPD basis set

```
! wB97M-V def2-TZVPD RIJCOSX def2/J DEFGRID3
* xyz 0 6
Mn 0.226 0.135 4.395
C -1.782 -0.427 5.362
C -1.946 -0.449 3.967
C -2.637 0.669 3.210
C -1.697 1.774 2.638
C -0.440 1.999 3.440
C -0.488 2.153 4.851
C -1.780 2.119 5.631
C -2.208 0.736 6.200
C 1.995 -0.454 3.834
H -1.688 -1.386 5.887
H -1.967 -1.443 3.506
H -3.413 1.145 3.837
H -3.185 0.242 2.353
H -1.431 1.524 1.594
H -2.296 2.701 2.544
H 0.421 2.422 2.904
H 0.352 2.647 5.368
H -2.625 2.516 5.051
H -1.661 2.801 6.488
H -1.802 0.633 7.217
H -3.307 0.747 6.308
H 2.033 -1.452 4.311
H 2.711 0.234 4.318
H 2.131 -0.530 2.743
P -0.161 -1.859 -2.791
P 1.645 0.401 -3.245
C -0.933 -0.355 -3.439
C -0.075 0.654 -3.736
C -0.716 -3.082 -4.046
C -1.834 -2.886 -4.868
C -2.198 -3.866 -5.799
C -1.427 -5.024 -5.939
C -0.265 -5.187 -5.168
C 0.095 -4.222 -4.228
C -1.165 -2.153 -1.290
C -0.857 -1.298 -0.211
C -1.497 -1.478 1.000
C -2.491 -2.445 1.156
C -2.822 -3.276 0.075
C -2.136 -3.152 -1.138
C 2.480 0.965 -4.820
C 2.355 0.149 -5.961
C 2.914 0.544 -7.181
C 3.599 1.766 -7.276
C 3.734 2.576 -6.145
C 3.190 2.172 -4.917
C 1.860 1.861 -2.164
C 3.077 1.937 -1.452
C 3.361 3.067 -0.690
C 2.420 4.101 -0.597
C 1.182 3.991 -1.239
C 0.890 2.856 -1.997
H -2.015 -0.328 -3.604
H -0.345 1.567 -4.272
H -2.420 -1.971 -4.790
H -3.082 -3.704 -6.418
H -1.715 -5.786 -6.668
H 0.366 -6.066 -5.309
H 1.000 -4.333 -3.626
H -0.119 -0.497 -0.312
H -1.180 -0.843 1.831
H -3.003 -2.562 2.112
H -3.607 -4.023 0.196
H -2.367 -3.830 -1.963
H 1.797 -0.787 -5.890
H 2.800 -0.094 -8.058
H 4.004 2.089 -8.238
H 4.249 3.538 -6.212
H 3.300 2.811 -4.042
H 3.792 1.116 -1.521
H 4.327 3.151 -0.182
H 2.652 5.001 -0.029
H 0.442 4.791 -1.170
H -0.090 2.763 -2.468
B 0.509 0.033 8.975
C 0.726 0.029 7.460
N 0.851 0.015 6.292
H 1.494 -0.494 9.470
H -0.516 -0.591 9.230
H 0.410 1.191 9.356
*
```

As for the energy relative to the best compared isomer or geometry (same formula, charge and spin): 1.4 kcal/mol. For the orbital gap (alpha / beta), the calculation gives 7.735 / 6.143 eV. The LUMO energy (alpha / beta) is 0.256 / -1.337 eV. As for the expectation value of S²: 8.78. The calculation puts the energy at -3308.92654 hartree. The max |F| is 3.1 eV/Å.

Results of the Mulliken charge analysis, in e, for atoms 1 through 4:
1. Mn 0.222
2. C -0.260
3. C -0.090
4. C -0.920

=====

Look up the max |F| of the second one. 0.4 eV/Å

=====

What is the formula in the first record? C36H39N3O24

=====

Which value of max |F| does entry 2 give? 0.4 eV/Å

=====

energy of number 1 (C36H39N3O24)? -3364.93392 hartree